No. 1
{
  "formula": "C46H40N5OPSTl",
  "method": "the ωB97M-V functional and the def2-TZVPD basis",
  "total_charge": -1,
  "homo_ha": -0.15346,
  "orbital_gap_ha": 0.2418,
  "relative_energy_kj_mol": 0.0,
  "largest_force_ha_per_bohr": 0.0018,
  "elements": ["Tl", "O", "C", "C", "C", "C", "C", "C", "C", "N", "C", "C", "N", "H", "H", "H", "H", "H", "H", "H", "N", "C", "C", "C", "C", "C", "C", "C", "C", "C", "C", "C", "C", "H", "H", "H", "H", "H", "H", "H", "H", "H", "H", "C", "C", "C", "C", "C", "C", "P", "C", "C", "C", "C", "C", "C", "C", "C", "C", "C", "C", "C", "H", "H", "H", "H", "H", "H", "H", "H", "H", "H", "H", "H", "H", "H", "H", "N", "C", "S", "N", "C", "C", "C", "C", "C", "C", "H", "H", "H", "H", "H", "H", "H", "H"],
  "positions_angstrom": [[-0.04, 0.11, -1.54], [-1.73, -1.13, 0.02], [-1.70, -2.34, 0.47], [-2.92, -3.07, 0.65], [-2.94, -4.37, 1.10], [-1.77, -5.04, 1.42], [-0.57, -4.35, 1.30], [-0.51, -3.02, 0.86], [0.79, -2.35, 0.89], [1.27, -1.40, 0.11], [2.51, -1.08, 0.60], [2.80, -1.85, 1.68], [1.71, -2.66, 1.85], [-3.84, -2.56, 0.40], [-3.90, -4.88, 1.19], [-1.78, -6.06, 1.76], [0.35, -4.86, 1.54], [3.11, -0.31, 0.14], [3.65, -1.89, 2.34], [1.51, -3.25, 2.64], [1.22, 3.02, -2.52], [2.43, 2.76, -1.90], [3.59, 2.62, -2.66], [4.81, 2.35, -2.06], [4.89, 2.21, -0.68], [3.73, 2.34, 0.07], [2.49, 2.60, -0.51], [1.27, 2.73, 0.34], [1.27, 3.74, 1.32], [0.18, 3.88, 2.17], [-0.89, 3.01, 2.05], [-0.87, 2.02, 1.07], [0.19, 1.85, 0.17], [1.25, 3.45, -3.43], [0.45, 3.29, -1.93], [3.53, 2.73, -3.74], [5.70, 2.25, -2.67], [5.84, 2.00, -0.20], [3.77, 2.22, 1.15], [2.12, 4.40, 1.41], [0.18, 4.66, 2.93], [-1.74, 3.09, 2.72], [-1.71, 1.34, 1.03], [2.64, 1.99, 5.79], [1.82, 1.14, 6.52], [0.88, 0.35, 5.86], [0.77, 0.40, 4.47], [1.61, 1.25, 3.75], [2.54, 2.05, 4.41], [-0.42, -0.56, 3.46], [-2.04, 0.19, 3.88], [-2.27, 1.06, 4.95], [-3.53, 1.62, 5.15], [-4.57, 1.31, 4.28], [-4.35, 0.45, 3.21], [-3.09, -0.09, 3.01], [-0.51, -2.15, 4.40], [-1.68, -2.90, 4.40], [-1.70, -4.18, 4.94], [-0.56, -4.74, 5.49], [0.62, -4.00, 5.49], [0.64, -2.72, 4.95], [3.37, 2.61, 6.30], [1.90, 1.09, 7.59], [0.24, -0.31, 6.43], [1.52, 1.29, 2.67], [3.17, 2.71, 3.84], [-1.46, 1.33, 5.62], [-3.69, 2.30, 5.97], [-5.55, 1.75, 4.44], [-5.15, 0.22, 2.52], [-2.91, -0.73, 2.15], [-2.58, -2.50, 3.95], [-2.62, -4.75, 4.91], [-0.58, -5.74, 5.90], [1.52, -4.41, 5.92], [1.57, -2.15, 4.96], [-4.01, 0.57, -0.38], [-4.59, 0.00, -1.47], [-6.01, 0.63, -2.10], [-3.88, -1.07, -1.91], [-4.05, -1.95, -2.98], [-5.20, -2.06, -3.76], [-5.25, -3.01, -4.78], [-4.18, -3.85, -5.03], [-3.03, -3.74, -4.25], [-2.97, -2.80, -3.23], [-4.42, 1.41, -0.02], [-3.16, 0.16, 0.00], [-3.01, -1.21, -1.39], [-6.04, -1.41, -3.57], [-6.14, -3.08, -5.38], [-4.23, -4.58, -5.83], [-2.18, -4.38, -4.42], [-2.08, -2.71, -2.63]],
  "mulliken_charge": [0.95, -0.25, 0.32, -0.10, -0.91, -0.89, -0.39, 0.23, -0.68, -0.24, -0.66, -0.57, 0.09, 0.55, 0.42, 0.40, 0.56, 0.48, 0.49, 0.27, -0.26, 0.56, -0.91, -0.46, -0.92, -0.02, 0.03, 0.52, -0.34, -1.01, -0.46, 0.74, -1.12, 0.22, 0.22, 0.33, 0.35, 0.40, 0.30, 0.48, 0.39, 0.43, -0.02, -0.80, -0.78, -0.20, -0.48, -0.35, -0.32, 2.73, 0.49, -1.01, -0.65, -0.84, -1.13, -0.41, 0.62, -0.57, -0.61, -0.65, -0.47, -1.07, 0.39, 0.40, 0.50, 0.26, 0.43, 0.33, 0.39, 0.37, 0.53, 0.73, 0.19, 0.42, 0.38, 0.40, 0.42, 0.06, 0.17, -0.47, 0.42, 0.59, -0.53, -0.66, -0.41, -0.78, 0.06, 0.37, -0.38, -0.46, 0.29, 0.37, 0.37, 0.38, 0.44]
}

***

No. 2
{
  "formula": "C6H14Ag2ClN2O2",
  "method": "the ωB97M-V functional and the def2-TZVPD basis",
  "total_charge": 1,
  "homo_ha": -0.41934,
  "orbital_gap_ha": 0.1983,
  "relative_energy_kj_mol": 0.0,
  "largest_force_ha_per_bohr": 0.0369,
  "elements": ["Ag", "Ag", "Cl", "C", "C", "O", "N", "C", "H", "H", "H", "H", "H", "H", "H", "C", "C", "O", "N", "C", "H", "H", "H", "H", "H", "H", "H"],
  "positions_angstrom": [[0.16, 3.75, -0.23], [1.01, 1.21, -2.89], [-0.84, 1.24, -0.95], [-2.20, -2.61, 0.58], [-3.02, -2.60, -0.70], [-3.69, -3.56, -1.04], [-2.92, -1.51, -1.46], [-3.59, -1.36, -2.74], [-1.74, -1.63, 0.74], [-1.44, -3.38, 0.62], [-2.88, -2.73, 1.43], [-2.35, -0.71, -1.24], [-3.60, -2.35, -3.22], [-3.01, -0.73, -3.41], [-4.65, -1.10, -2.69], [3.61, 2.83, 1.99], [2.25, 2.28, 1.69], [1.27, 3.08, 1.73], [2.04, 1.04, 1.25], [2.97, -0.05, 0.96], [4.13, 3.05, 1.05], [4.26, 2.16, 2.53], [3.48, 3.77, 2.53], [1.10, 0.88, 0.91], [3.99, 0.08, 1.31], [3.08, -0.11, -0.13], [2.58, -0.97, 1.38]],
  "nbo_charge": [0.92, 0.90, -0.84, -0.70, 0.66, -0.62, -0.62, -0.43, 0.19, 0.24, 0.25, 0.39, 0.23, 0.19, 0.21, -0.72, 0.70, -0.78, -0.58, -0.42, 0.24, 0.24, 0.26, 0.42, 0.23, 0.19, 0.23]
}

***

No. 3
{
  "formula": "C19H44N2O4P",
  "method": "the ωB97M-V functional and the def2-TZVPD basis",
  "total_charge": 0,
  "homo_ha": [-0.31603, -0.33296],
  "orbital_gap_ha": [0.3353, 0.3362],
  "largest_force_ha_per_bohr": 0.0683,
  "multiplicity": 2,
  "elements": ["C", "C", "C", "C", "C", "C", "C", "N", "P", "O", "C", "C", "C", "C", "N", "O", "H", "H", "H", "H", "H", "H", "H", "H", "H", "H", "H", "H", "H", "H", "H", "H", "H", "H", "H", "H", "H", "H", "H", "H", "C", "C", "O", "C", "C", "H", "H", "H", "H", "H", "H", "H", "H", "H", "H", "C", "C", "O", "C", "C", "H", "H", "H", "H", "H", "H", "H", "H", "H", "H"],
  "positions_angstrom": [[4.45, -0.07, -0.43], [3.64, 0.81, -1.47], [4.54, 2.07, -1.70], [2.28, 1.29, -0.87], [1.06, 0.33, -1.06], [0.90, -0.57, 0.23], [-0.24, -0.19, 1.22], [-0.10, 1.14, 1.85], [-0.44, 1.45, -1.38], [-0.31, 2.82, -0.73], [1.16, -0.62, -2.32], [2.24, -0.08, -3.32], [2.36, -1.21, -4.44], [1.77, 1.20, -4.10], [3.57, 0.05, -2.74], [4.46, 0.36, -3.60], [3.81, -0.82, 0.09], [4.95, 0.59, 0.30], [5.17, -0.65, -1.04], [4.49, 2.74, -0.81], [5.61, 1.78, -1.78], [4.20, 2.68, -2.56], [2.10, 2.32, -1.24], [2.44, 1.40, 0.22], [0.75, -1.64, -0.05], [1.84, -0.55, 0.82], [-0.18, -0.92, 2.06], [-1.26, -0.33, 0.80], [0.72, 1.62, 1.48], [0.02, 1.07, 2.85], [-1.65, 0.85, -0.93], [-0.58, 1.62, -2.79], [1.52, -1.62, -2.00], [0.20, -0.75, -2.85], [2.39, -0.72, -5.43], [1.46, -1.85, -4.43], [3.27, -1.80, -4.26], [2.50, 1.49, -4.88], [1.65, 2.05, -3.40], [0.75, 1.01, -4.51], [-2.61, 3.12, 2.42], [-3.78, 2.82, 3.34], [-3.49, 3.07, 4.71], [-3.14, 4.41, 5.04], [-4.21, 5.43, 4.70], [-1.74, 2.52, 2.69], [-2.87, 2.88, 1.38], [-2.31, 4.17, 2.44], [-4.02, 1.76, 3.27], [-4.67, 3.37, 3.03], [-2.18, 4.67, 4.57], [-2.96, 4.42, 6.12], [-4.42, 5.45, 3.63], [-3.89, 6.43, 5.00], [-5.14, 5.19, 5.22], [-1.27, -6.63, -1.00], [-0.59, -5.37, -0.49], [-1.39, -4.21, -0.57], [-2.61, -4.23, 0.15], [-2.43, -4.43, 1.65], [-1.57, -6.50, -2.04], [-0.59, -7.48, -0.94], [-2.16, -6.87, -0.42], [0.30, -5.18, -1.10], [-0.23, -5.51, 0.54], [-3.28, -4.99, -0.26], [-3.09, -3.27, -0.02], [-1.95, -5.38, 1.88], [-3.39, -4.41, 2.15], [-1.80, -3.63, 2.06]],
  "nbo_charge": [-0.62, 0.10, -0.61, -0.43, -0.35, -0.41, -0.23, -0.84, 1.48, -1.10, -0.41, 0.11, -0.60, -0.64, 0.01, -0.38, 0.20, 0.22, 0.23, 0.21, 0.23, 0.22, 0.25, 0.22, 0.23, 0.21, 0.19, 0.18, 0.36, 0.36, -0.06, -0.07, 0.23, 0.22, 0.22, 0.20, 0.23, 0.24, 0.20, 0.22, -0.65, -0.06, -0.54, -0.06, -0.64, 0.23, 0.22, 0.20, 0.18, 0.15, 0.16, 0.18, 0.21, 0.21, 0.21, -0.64, -0.06, -0.54, -0.06, -0.64, 0.21, 0.22, 0.20, 0.19, 0.16, 0.16, 0.19, 0.20, 0.22, 0.21]
}

***

No. 4
{
  "formula": "C3H9N2O",
  "method": "the ωB97M-V functional and the def2-TZVPD basis",
  "total_charge": 1,
  "homo_ha": -0.56940,
  "orbital_gap_ha": 0.3812,
  "relative_energy_kj_mol": 386.0,
  "largest_force_ha_per_bohr": 0.0784,
  "smiles": "C/N=[N+](\\C)CO",
  "elements": ["C", "N", "N", "C", "C", "O", "H", "H", "H", "H", "H", "H", "H", "H", "H"],
  "positions_angstrom": [[0.50, -2.12, 0.50], [-0.25, -1.10, -0.18], [-0.17, 0.08, 0.02], [0.78, 0.82, 0.79], [-1.16, 0.93, -0.74], [-0.45, 1.76, -1.66], [-0.06, -3.04, 0.65], [0.95, -1.52, 1.36], [1.26, -2.24, -0.22], [0.44, 0.87, 1.86], [1.72, 0.18, 0.85], [0.99, 1.92, 0.40], [-1.68, 1.49, 0.05], [-1.86, 0.23, -1.19], [-1.01, 1.73, -2.50]],
  "nbo_charge": [-0.48, 0.06, 0.04, -0.53, 0.08, -0.69, 0.28, 0.21, 0.27, 0.27, 0.25, 0.31, 0.20, 0.22, 0.51]
}

***

No. 5
{
  "formula": "C9H14N",
  "method": "the ωB97M-V functional and the def2-TZVPD basis",
  "total_charge": 1,
  "homo_ha": -0.51022,
  "orbital_gap_ha": 0.3483,
  "relative_energy_kj_mol": 280.8,
  "largest_force_ha_per_bohr": 0.0676,
  "smiles": "C=C[N+]1=C(C)[C@@H](C)C=CC1",
  "elements": ["C", "C", "N", "C", "C", "C", "C", "C", "C", "C", "H", "H", "H", "H", "H", "H", "H", "H", "H", "H", "H", "H", "H", "H"],
  "positions_angstrom": [[3.44, 0.53, 0.01], [2.29, -0.18, 0.25], [0.94, 0.18, -0.12], [-0.02, -0.72, -0.22], [0.17, -2.25, -0.42], [-1.57, -0.05, -0.24], [-2.39, -0.88, 0.75], [-1.82, 1.50, -0.08], [-0.72, 2.19, -0.03], [0.74, 1.65, -0.16], [4.39, 0.08, 0.29], [3.25, 1.56, -0.38], [2.29, -1.20, 0.65], [-0.31, -2.83, 0.35], [1.12, -2.59, -0.73], [-0.55, -2.45, -1.21], [-1.93, -0.28, -1.22], [-2.23, -0.84, 1.82], [-2.38, -1.90, 0.39], [-3.52, -0.61, 0.77], [-2.87, 1.86, -0.12], [-0.70, 3.23, 0.11], [1.18, 1.95, -1.16], [1.21, 2.04, 0.72]],
  "nbo_charge": [-0.33, -0.07, -0.33, 0.53, -0.70, -0.28, -0.64, -0.15, -0.19, -0.26, 0.26, 0.22, 0.22, 0.28, 0.26, 0.27, 0.24, 0.24, 0.21, 0.25, 0.26, 0.23, 0.24, 0.24]
}

***

No. 6
{
  "formula": "C16H44O6",
  "method": "the ωB97M-V functional and the def2-TZVPD basis",
  "total_charge": 0,
  "homo_ha": -0.33217,
  "orbital_gap_ha": 0.3484,
  "relative_energy_kj_mol": 571.8,
  "largest_force_ha_per_bohr": 0.2148,
  "smiles": "CC(C)O.CC(C)O.CC(C)O.CC(C)O.CC(C)O.CO",
  "elements": ["C", "C", "C", "O", "H", "H", "H", "H", "H", "H", "H", "H", "C", "C", "C", "O", "H", "H", "H", "H", "H", "H", "H", "H", "C", "C", "C", "O", "H", "H", "H", "H", "H", "H", "H", "H", "C", "C", "C", "O", "H", "H", "H", "H", "H", "H", "H", "H", "C", "C", "C", "O", "H", "H", "H", "H", "H", "H", "H", "H", "C", "O", "H", "H", "H", "H"],
  "positions_angstrom": [[2.39, 3.48, 2.66], [1.19, 2.73, 2.18], [0.54, 1.80, 3.14], [0.24, 3.47, 1.85], [2.10, 4.19, 3.45], [2.92, 3.92, 1.88], [3.12, 2.88, 3.19], [1.37, 2.12, 1.28], [1.35, 1.10, 3.50], [-0.17, 1.13, 2.68], [0.00, 2.31, 3.98], [0.50, 3.93, 1.00], [-0.81, -3.41, 2.56], [-1.09, -2.24, 3.51], [0.02, -2.03, 4.55], [-1.36, -1.19, 2.92], [-1.59, -3.40, 1.79], [-0.80, -4.27, 3.20], [0.13, -3.25, 2.12], [-1.90, -2.59, 4.11], [0.10, -2.96, 5.10], [-0.12, -1.27, 5.33], [0.95, -1.77, 4.00], [-0.76, -1.13, 2.17], [1.99, 0.57, -3.34], [0.62, 1.00, -2.87], [-0.38, 1.14, -4.02], [0.12, 0.46, -1.89], [1.97, 0.12, -4.35], [2.45, -0.08, -2.63], [2.64, 1.40, -3.42], [0.73, 2.02, -2.54], [0.14, 1.24, -5.02], [-1.02, 2.03, -3.88], [-1.07, 0.26, -4.18], [-0.08, -0.48, -2.12], [-2.17, 1.21, 0.45], [-2.43, 2.74, 0.26], [-1.56, 3.26, -0.87], [-3.63, 2.99, 0.00], [-1.16, 1.00, 0.81], [-2.26, 0.58, -0.43], [-2.94, 0.83, 1.12], [-2.16, 3.26, 1.17], [-0.58, 2.86, -0.94], [-1.45, 4.33, -0.77], [-2.00, 3.06, -1.84], [-3.83, 3.92, -0.07], [-0.44, -2.52, -3.89], [-0.11, -3.09, -2.52], [1.30, -3.63, -2.51], [-0.31, -2.26, -1.61], [0.10, -1.61, -4.03], [-1.44, -2.05, -3.89], [-0.42, -3.10, -4.82], [-0.79, -3.89, -2.27], [1.46, -4.49, -3.21], [1.62, -3.94, -1.47], [1.95, -2.81, -2.79], [-1.15, -2.52, -1.25], [1.64, -1.39, 0.69], [0.45, -0.69, 0.95], [2.33, -1.46, 1.50], [2.05, -1.03, -0.17], [1.37, -2.49, 0.48], [0.21, -0.32, 0.07]],
  "nbo_charge": [-0.64, 0.09, -0.61, -0.69, 0.21, 0.20, 0.21, 0.13, 0.19, 0.23, 0.21, 0.46, -0.64, 0.14, -0.63, -0.71, 0.20, 0.21, 0.19, 0.13, 0.19, 0.22, 0.18, 0.49, -0.65, 0.11, -0.64, -0.72, 0.20, 0.21, 0.22, 0.15, 0.20, 0.22, 0.20, 0.49, -0.62, 0.12, -0.64, -0.70, 0.21, 0.19, 0.22, 0.15, 0.20, 0.19, 0.20, 0.47, -0.65, 0.11, -0.63, -0.71, 0.20, 0.21, 0.23, 0.14, 0.22, 0.21, 0.20, 0.50, -0.24, -0.77, 0.18, 0.17, 0.15, 0.51]
}